# 1
The following is a DFT calculation (ωB97M-V/def2-TZVPD) of one molecule with the formula C4H9NO3.

CARTESIAN COORDINATES (ANGSTROEM)
H (-2.1922, 0.9231, -0.1741)
C (0.3120, -0.8097, -1.4895)
H (1.2494, -0.2782, -1.6627)
H (-1.1338, 1.5588, -1.1923)
C (0.4696, 0.6092, 0.6330)
N (-1.5370, 0.6741, -0.9028)
H (1.7909, -0.5158, 3.3201)
O (1.8426, -0.1115, 2.4404)
C (0.5809, -0.0225, 1.9911)
H (-1.2009, -0.2838, -2.6148)
C (-0.4744, -0.1640, -0.3416)
H (0.5407, -1.8488, -1.2530)
H (1.4323, 0.8039, 0.1879)
H (0.0598, 1.6111, 0.8483)
O (-0.3616, -0.4084, 2.6305)
O (-0.4055, -0.8472, -2.7120)
H (-0.9729, -0.8903, 0.2913)

Relative energy (zero: lowest compared OMol25 entry of this formula, charge and spin) = 0.908 eV
DFT total energy = -11926.6338 eV
Charge = 0
Structure (SMILES) = N[C@@H](CO)CC(=O)O
E_HOMO = -10.007 eV
HOMO-LUMO gap = 10.62 eV

Results of the natural (NBO) charge analysis, in e, for atoms 1 through 2: 0.3730, -0.0673


# 2
The following is a DFT calculation (ωB97M-V/def2-TZVPD) of a 5-piece molecular cluster, C38H34ClF4NO4P2S2 overall at a distorted geometry.

CARTESIAN COORDINATES (ANGSTROEM)
H (5.4493, -4.5591, 4.9626)
H (-3.9203, 3.1970, 4.3352)
C (-1.2041, -2.4718, -1.1747)
C (-0.0240, -4.7805, 2.9206)
C (-0.6322, 7.6946, -7.8986)
F (-3.6856, 3.5261, -1.9388)
C (-0.7333, -3.6985, -1.6012)
H (0.3211, 3.7386, -5.2249)
C (-3.2726, 2.8872, 3.5260)
H (-1.8209, -1.1053, -4.2104)
H (-1.8447, -4.1039, 3.8610)
H (4.7870, -4.9662, 1.1363)
H (-0.9867, -3.3152, -4.9370)
C (-0.7493, 6.7482, -6.9000)
H (-3.6687, 2.4680, -4.2970)
C (2.9223, -1.1664, 2.6056)
C (5.8057, -4.6255, 3.0730)
C (-1.0438, -3.0777, -3.8829)
C (-2.7530, 2.9794, -4.0296)
H (2.0601, 1.4373, 1.3819)
C (-0.7615, 9.4201, -6.2278)
C (-0.6439, 9.0398, -7.5579)
H (5.0338, -1.5296, 2.3973)
Cl (-1.9170, -5.1217, 7.4165)
C (-2.5484, 3.0898, 1.2397)
C (1.4257, -3.0265, 2.2206)
H (-4.1215, 4.2581, 2.1098)
C (-1.5921, -1.5336, -2.1209)
C (5.0936, -4.1322, 1.7849)
C (-0.4179, 4.2926, -3.2887)
H (-0.5613, 9.7916, -8.3318)
F (-0.5776, 0.5443, 2.9018)
H (-1.2659, -2.2564, -0.1146)
C (-1.5088, 1.5192, 2.6982)
F (-0.7436, 5.4413, -7.2312)
O (-3.7691, -5.1199, 5.0999)
O (1.8884, 0.9500, 4.0912)
H (-0.7666, 10.4698, -5.9632)
H (0.4935, 4.7994, -2.9982)
H (-0.2679, -4.9850, -3.2398)
C (-0.6449, -4.0155, -2.9411)
C (2.5741, -3.8164, 2.0066)
C (1.6393, -1.7062, 2.5215)
H (-1.7565, 2.5787, -5.8843)
C (0.9047, -5.8342, 2.8133)
C (-1.5988, 2.1023, 1.4530)
F (-0.3487, -4.6122, -0.6814)
C (-2.6426, 3.5832, -2.7925)
H (-1.4372, 4.7106, -1.4339)
C (-0.5140, 3.6949, -4.5382)
H (5.7522, -3.5150, 1.1563)
H (1.5176, -7.7747, 3.4996)
H (-0.9652, 6.3432, -4.8142)
C (-0.2985, -7.0520, 4.4428)
C (-3.3833, 3.4845, 2.2766)
P (3.1055, 0.5970, 3.0566)
N (0.0973, -3.5720, 2.1357)
H (6.7045, -4.0135, 3.2299)
C (-0.8725, 8.4547, -5.2357)
C (-0.8716, 7.1083, -5.5718)
C (-1.0932, -4.8862, 3.7707)
C (-2.3306, 1.8908, 3.7395)
H (0.7754, -1.0802, 2.7153)
C (-1.4908, 4.2425, -2.4087)
H (-0.9330, 1.7851, 0.6590)
C (4.0290, -1.9456, 2.3555)
S (4.7425, 0.9005, 4.0262)
O (2.9408, 1.5736, 1.7694)
H (1.0377, 0.8685, 3.6104)
O (4.9122, -4.4000, 4.1759)
H (6.0017, -5.7027, 2.9902)
C (0.7772, -6.9799, 3.5692)
C (-1.6811, 3.0411, -4.9090)
C (3.8434, -3.2930, 2.0533)
H (-0.5330, 7.3785, -8.9289)
H (-0.9605, 8.7508, -4.1984)
H (-0.0653, -3.7970, 1.1526)
C (-1.2233, -6.0488, 4.5513)
H (-1.9554, -0.5651, -1.8014)
H (-0.3682, -7.9541, 5.0564)
H (-4.1224, -4.6414, 5.8661)
H (-2.6365, 3.5496, 0.2660)
P (-2.6330, -6.1561, 5.7206)
C (-1.5144, -1.8366, -3.4734)
S (2.2743, -5.5632, 1.6782)
H (-2.2334, 1.4063, 4.7025)

DFT total energy = -113281.0930 eV
Charge = 0
Structure (SMILES) = OCCc1cc(P(O)(O)=S)cc2c1Sc1ccc(P(O)Cl)cc1N2.Fc1ccccc1.Fc1ccccc1.Fc1ccccc1.Fc1ccccc1
E_HOMO = -8.212 eV
HOMO-LUMO gap = 8.46 eV

Results of the Mulliken charge analysis, in e, for atoms 1 through 2: 0.2910, 0.3834


# 3
The following is a DFT calculation (ωB97M-V/def2-TZVPD) of a 2-piece molecular cluster, C3H7NO2 overall at a distorted geometry.

CARTESIAN COORDINATES (ANGSTROEM)
O (-2.5340, 2.0716, 0.6033)
H (1.0943, -2.2069, 0.8394)
C (1.2304, -0.4226, -1.3950)
H (1.2164, -0.3012, -2.4657)
H (1.9498, 0.2129, -0.8893)
C (0.3905, -1.2206, -0.7677)
O (-0.5547, 1.1237, 0.9317)
H (-0.4908, -1.6048, -1.2719)
H (0.0509, 0.3626, 0.8504)
H (-0.9136, 3.1225, 1.1016)
H (-0.4950, -1.8119, 0.9247)
C (-1.3655, 2.1471, 0.8832)
N (0.4213, -1.4723, 0.6553)

Relative energy (zero: lowest compared OMol25 entry of this formula, charge and spin) = 2.708 eV
DFT total energy = -8807.8211 eV
Charge = 0
Structure (SMILES) = C=CN.O=CO
E_HOMO = -9.787 eV
HOMO-LUMO gap = 10.63 eV

Results of the natural (NBO) charge analysis, in e, for atoms 1 through 2: -0.5834, 0.3908


Question: What is the DFT total energy in the second record?
Answer: -113281.0930 eV